This record from the OMol25 dataset describes a 18-piece molecular cluster, C58H76F11N18O12S overall in a non-equilibrium geometry. The level of theory is ωB97M-V/def2-TZVPD.

The geometry in XYZ format:
```
176
Properties=species:S:1:pos:R:3:forces:R:3:mulliken_charge:R:1
C -1.3283 0.3237 -1.4629 -0.15 0.22 -1.44 -0.397
F -2.0820 1.4082 -1.7315 0.28 -0.21 0.40 -0.204
F -1.6630 -0.5968 -2.4019 0.74 0.42 0.39 -0.068
F -0.0272 0.7152 -1.6183 -1.27 -0.93 0.26 0.064
S -1.7543 -0.3717 0.1784 1.39 -0.98 1.39 0.689
O -1.2691 0.6645 1.0864 0.55 -0.19 -0.18 -0.842
O -3.1863 -0.4364 0.2019 -0.67 -0.52 -0.62 -0.400
O -1.0534 -1.6782 0.2687 -0.86 1.86 -0.43 0.291
F -8.6320 -1.9843 2.4675 0.39 -0.16 0.44 -0.329
C -7.3913 -1.9548 3.0347 0.40 0.94 -3.35 0.344
C -6.3338 -1.5290 2.2241 0.02 -0.43 0.41 -0.859
C -5.0347 -1.5124 2.7246 -0.56 0.01 -0.65 0.179
C -4.8674 -1.6953 4.0714 -0.63 -0.93 -0.29 -0.786
C -5.9438 -2.1140 4.8224 1.37 0.47 0.73 -0.568
C -7.1738 -2.3517 4.2821 0.04 0.37 1.32 -0.740
H -6.5367 -1.2913 1.2122 -0.15 0.17 -0.90 0.704
H -4.1716 -1.4276 2.0808 -0.15 0.47 -0.19 0.536
H -3.9023 -1.7268 4.4865 0.96 0.39 0.55 0.577
H -5.7411 -2.1623 5.8687 -0.31 -0.62 0.70 0.451
H -7.9646 -2.6831 4.8595 -1.47 -0.67 1.18 0.490
F -2.7169 -2.8846 -5.9464 0.20 -0.11 0.74 -0.423
C -1.6289 -3.3247 -5.2136 -2.64 -2.35 -1.60 1.138
C -0.6728 -2.4459 -4.9629 3.21 -0.64 1.40 -0.854
C 0.5514 -2.9715 -4.4252 0.90 2.14 -0.87 0.479
C 0.6877 -4.3135 -4.1911 0.18 -0.31 0.35 -0.492
C -0.3635 -5.1885 -4.4810 -0.15 -0.11 0.04 -0.477
C -1.5775 -4.7282 -5.0045 1.99 1.44 0.87 -1.048
H -0.7824 -1.4291 -5.1950 -0.15 1.16 -0.32 0.436
H 1.4746 -2.2810 -4.3911 -1.72 -1.04 0.38 0.027
H 1.5961 -4.7505 -3.7443 -0.37 0.50 -0.43 0.334
H -0.0681 -6.2200 -4.2936 -0.93 -0.11 -0.15 0.362
H -2.4243 -5.3302 -5.1940 -0.62 -0.57 -0.35 0.514
F -5.0649 1.8561 0.9108 -0.54 0.15 0.30 -0.106
C -4.7994 2.3108 2.1588 -0.87 2.34 -1.08 -0.445
C -3.7672 1.7432 2.8171 0.78 -1.15 1.31 1.748
C -3.3797 2.2711 4.0146 0.12 0.86 1.62 -0.898
C -4.0256 3.4123 4.6024 1.95 -1.81 0.36 -0.623
C -5.0261 4.0198 3.9337 -0.99 -0.97 -1.98 -0.569
C -5.3857 3.4877 2.6391 -0.26 0.64 0.92 -0.698
H -3.3035 0.8148 2.5486 0.07 -0.07 -0.71 0.156
H -2.5820 1.7143 4.5200 -0.25 0.53 0.14 0.144
H -3.7105 3.7643 5.5825 -0.01 -0.13 -0.16 0.423
H -5.5754 4.8107 4.4262 -0.05 0.26 -0.50 0.404
H -6.1098 4.0823 2.0825 0.05 -0.61 -0.18 0.439
F -7.7751 0.9921 -4.6343 0.93 -1.16 0.40 -0.347
C -6.8232 0.1638 -4.0251 -1.02 1.45 -1.16 0.454
C -6.2845 -0.8991 -4.6736 0.34 -0.92 -0.33 -0.798
C -5.3629 -1.7278 -4.0035 -0.78 0.82 -0.30 -0.265
C -5.0521 -1.4371 -2.6910 1.22 -1.34 0.37 -0.237
C -5.5410 -0.2661 -2.1388 1.58 -1.19 1.96 -0.115
C -6.4006 0.5286 -2.7884 -2.14 1.62 0.92 -0.665
H -6.6076 -1.1479 -5.6638 -0.04 0.01 -0.44 0.447
H -4.9261 -2.5265 -4.5689 0.10 -0.48 0.11 0.445
H -4.4325 -2.1632 -2.0767 -0.65 1.24 -0.93 0.370
H -5.2212 -0.0123 -1.1331 -0.14 0.00 -0.01 0.346
H -6.9582 1.2926 -2.2213 0.65 -0.01 -0.60 0.373
F 2.9214 7.5450 4.3748 -0.16 0.08 -1.14 -0.314
C 3.1813 7.6098 3.0264 0.23 0.61 0.53 0.442
C 2.2279 7.9776 2.1062 -1.14 -0.68 1.20 -0.515
C 2.5358 7.9891 0.7553 0.47 0.42 -0.17 -0.315
C 3.8197 7.7518 0.3097 0.84 0.16 0.18 -0.578
C 4.7799 7.4805 1.2979 0.73 -0.29 -2.18 -0.213
C 4.4743 7.4270 2.6135 2.03 -0.79 2.75 -0.327
H 1.2315 8.1326 2.5310 0.15 0.14 -0.62 0.400
H 1.8281 8.2803 0.0254 -0.98 0.13 -0.38 0.460
H 4.1201 7.8733 -0.7589 -0.44 -0.33 1.07 0.368
H 5.7979 7.2418 0.9925 -0.12 0.26 0.06 0.325
H 5.3123 7.2271 3.3851 -1.64 0.25 -1.32 0.269
F -0.7044 3.0648 -7.6455 0.51 0.74 0.05 -0.360
C 0.0340 2.9217 -6.5103 -0.31 1.96 -0.96 0.486
C 0.7615 3.9535 -5.9275 0.30 -1.57 0.97 -0.918
C 1.4265 3.6508 -4.7193 -1.42 -1.14 -0.46 -0.729
C 1.2948 2.4087 -4.0556 0.01 0.41 -0.92 -0.163
C 0.5883 1.3897 -4.7618 0.71 1.31 0.59 -0.298
C -0.0274 1.6983 -5.9903 0.90 -2.82 2.23 -0.095
H 0.8505 4.9196 -6.3356 -0.06 0.90 -0.60 0.508
H 1.9775 4.4194 -4.2587 0.63 0.91 0.53 0.551
H 1.7982 2.3456 -3.0523 -0.74 -0.56 -1.21 0.285
H 0.5913 0.3794 -4.3809 -0.17 -0.02 0.07 0.103
H -0.4750 0.8903 -6.5360 -0.45 -0.07 -0.22 0.517
F 3.2982 -6.3085 0.0574 1.22 -0.67 -0.20 -0.375
C 3.2385 -5.1186 -0.5684 -1.50 -0.19 0.20 0.610
C 2.0800 -4.4648 -0.2280 -0.54 1.07 0.77 -0.620
C 1.7723 -3.2659 -0.8286 0.57 0.59 -1.38 0.913
C 2.6691 -2.7438 -1.7676 0.40 -2.08 1.44 -0.117
C 3.8705 -3.3935 -1.9920 -0.03 -0.14 -0.48 -0.083
C 4.1417 -4.6601 -1.4938 -0.07 -0.76 1.22 -1.320
H 1.5200 -4.8479 0.6099 -0.32 -0.26 -0.10 0.455
H 0.8970 -2.6495 -0.7348 -0.59 -0.35 0.77 -0.011
H 2.4077 -1.9372 -2.3560 -0.21 1.78 -0.72 -0.079
H 4.5815 -2.8906 -2.5898 0.67 0.25 -0.88 0.198
H 4.9646 -5.3493 -1.6577 0.36 0.69 -0.44 0.447
F -2.3094 -1.4241 7.8765 -0.09 0.73 0.27 -0.337
C -1.5678 -0.7522 6.9681 0.34 -0.12 -1.49 0.155
C -1.5374 -1.3120 5.6856 1.43 1.56 -0.19 -0.249
C -0.6206 -0.7614 4.7434 -0.96 -0.64 0.68 0.335
C 0.2536 0.2507 5.0892 -0.06 0.15 -0.26 -0.315
C 0.1308 0.8243 6.3442 0.32 0.69 0.18 -0.448
C -0.8410 0.4096 7.2606 0.02 -0.23 1.49 -0.897
H -2.1780 -2.1287 5.4345 -0.02 -0.49 0.01 0.628
H -0.5708 -1.1474 3.7410 -0.10 -0.33 -0.23 0.216
H 0.9892 0.6330 4.3589 -0.46 -0.34 0.57 0.308
H 0.8618 1.6155 6.5677 -0.70 -0.19 0.27 0.347
H -0.9789 0.9150 8.2637 0.34 -0.75 -1.29 0.345
C -2.2690 5.3737 0.6874 0.67 1.02 0.18 0.514
O -1.9724 6.4544 0.1455 -0.56 -1.86 0.56 -0.710
N -2.2257 5.1746 2.0426 0.05 0.94 0.74 -0.177
N -2.6158 4.2094 0.0399 -0.33 0.44 0.68 -0.181
H -2.4465 4.2733 2.4008 -0.16 -0.48 0.29 0.058
H -2.1700 5.9199 2.7427 -0.05 -0.37 -1.05 0.224
H -2.2916 4.1027 -0.8775 0.21 -0.12 -1.32 0.177
H -2.8897 3.3695 0.5348 0.24 0.29 -0.08 0.074
C 2.3296 -2.8853 4.5724 1.71 1.93 -1.78 0.172
O 2.0199 -2.5542 3.3870 -0.79 -0.72 1.03 -0.283
N 3.6207 -2.6552 4.9095 0.48 -0.73 1.32 -0.320
N 1.4184 -3.2982 5.5039 0.28 -0.52 -1.31 -0.434
H 3.9232 -2.8825 5.8756 -0.22 0.29 -1.31 0.200
H 4.3384 -2.5353 4.1498 -0.54 -0.18 0.80 0.201
H 0.6281 -3.5659 4.8939 -0.46 -0.19 1.24 0.099
H 1.7660 -4.1060 6.0142 -0.23 0.23 0.16 0.318
C 5.3585 -2.2232 1.7986 0.36 0.04 0.42 0.799
O 5.6958 -2.5196 2.9408 -0.41 -0.40 0.98 -0.868
N 6.3429 -1.8814 0.9279 -1.45 1.11 -1.40 -0.286
N 4.1000 -2.1700 1.3645 -1.38 -0.23 0.97 0.643
H 6.1284 -1.8004 -0.0521 -0.14 0.16 -0.27 0.041
H 7.1622 -2.3489 1.1109 2.18 -0.94 0.61 0.254
H 3.9033 -1.9870 0.4169 -0.14 0.15 -1.12 -0.209
H 3.2948 -2.4465 1.9612 0.93 0.27 -0.17 -0.185
C 3.8544 -0.1483 -4.6488 1.07 0.54 0.72 -0.097
O 2.9720 -0.5290 -3.8908 -1.15 -0.49 -0.19 -0.132
N 3.6317 0.5395 -5.8020 -1.60 0.21 -0.73 -0.382
N 5.1657 -0.2855 -4.3351 0.90 0.89 -3.13 -0.303
H 2.6799 0.8889 -6.0415 1.30 -0.69 0.56 0.136
H 4.4129 0.9573 -6.2680 0.24 0.20 -0.19 0.293
H 5.8264 0.1723 -4.9899 -0.66 -0.64 0.74 0.329
H 5.5706 -0.6389 -3.5078 -0.41 -0.51 1.30 0.087
C 2.0997 1.4387 1.2037 0.75 1.73 -0.33 0.585
O 3.2972 1.7987 1.2998 -1.04 -0.79 -0.12 -1.004
N 1.5646 0.3317 1.7432 -0.64 2.21 -1.23 0.920
N 1.2275 2.2681 0.4697 2.76 0.82 0.52 0.133
H 2.1900 -0.3364 2.0857 0.51 -1.36 0.82 -0.179
H 0.5505 0.3295 1.6951 0.07 -0.98 0.25 -0.500
H 0.2832 2.0791 0.4992 -2.40 -0.71 0.16 -0.089
H 1.4196 3.2727 0.5648 0.18 -0.87 -0.07 0.259
C -3.3897 -4.5647 -0.7440 1.29 3.62 1.49 0.327
O -4.1271 -5.3781 -1.1378 -2.37 -3.62 -1.67 -0.667
N -3.8300 -3.5692 0.1327 0.12 0.65 0.41 0.314
N -2.0726 -4.4675 -1.0421 0.78 -1.83 -1.49 0.077
H -4.8371 -3.5324 0.2343 0.13 -0.28 -0.13 0.201
H -3.4645 -2.6367 -0.0409 0.19 -0.10 0.29 -0.414
H -1.5035 -3.6963 -0.8376 0.41 1.42 0.56 -0.059
H -1.7401 -5.0091 -1.8468 -0.41 0.24 0.66 0.089
C 6.0411 2.4343 -4.4778 0.49 -0.91 1.64 0.507
O 6.2711 2.0673 -5.6059 0.74 -0.35 -1.76 -0.690
N 4.8415 2.9138 -4.1478 -0.61 1.44 2.50 -0.288
N 6.9365 2.2679 -3.4370 0.99 -0.34 -1.40 -0.421
H 4.1147 2.8241 -4.7977 -0.85 -0.08 -1.02 0.232
H 4.5295 3.0499 -3.1734 0.58 -0.31 -0.96 0.185
H 6.6128 2.3890 -2.5202 -0.53 0.12 1.36 0.206
H 7.6604 1.5429 -3.5322 -0.73 0.82 -0.23 0.268
C 5.0946 0.5080 -1.2423 -1.75 -1.03 -1.05 0.320
O 5.6817 -0.5102 -1.6612 0.31 1.04 0.63 -0.960
N 5.5980 1.4592 -0.3830 -1.57 -0.35 -1.18 -0.395
N 3.7857 0.7645 -1.6313 1.91 1.34 1.78 1.362
H 6.4249 1.1206 0.0462 0.48 -0.11 0.97 0.370
H 4.7678 1.7633 0.1690 1.25 0.22 0.59 0.340
H 3.2785 1.4576 -1.1106 -0.14 0.15 0.11 -0.037
H 3.2744 0.2274 -2.2736 -0.33 -1.23 -1.05 -0.922
C -1.2470 -4.4722 3.3951 1.63 -0.64 -1.26 0.628
O -0.9625 -4.3417 4.6049 -0.76 -0.05 -2.12 -0.693
N -0.2896 -4.3237 2.3315 -0.24 2.19 1.70 -0.097
N -2.4361 -4.9740 2.9441 2.03 0.23 -1.07 -0.517
H 0.3842 -3.5297 2.6284 -0.89 -1.60 -0.91 -0.170
H -0.7282 -4.1473 1.4030 0.47 -0.09 1.11 0.106
H -3.0695 -4.9342 3.6417 -2.78 -0.18 2.60 0.274
H -2.8178 -4.7429 2.0441 0.25 0.24 -0.42 0.240
```
Positions in Å, forces in eV/Å.

LUMO energy = 1.76 eV
total charge = -1
HOMO = -0.27079 Ha
electronic energy = -5641.4107 Ha
2S+1 = 1
HOMO-LUMO gap = 9.13 eV